1.
22
Properties=species:S:1:pos:R:3:lowdin_charge:R:1 method="wB97M-V/def2-TZVPD" homo_energy_ha=-0.139 mol_weight_g_mol=120.17 e_above_lowest_ev=8.755 spin_multiplicity=1 gap_ev=3.73 e_lumo_ha=-0.002 total_charge=-1
C 0.57 0.16 1.98 -0.07
C 0.48 0.66 0.54 -0.48
C 0.49 -0.62 -0.40 -0.19
C -0.68 -1.52 -0.41 -0.11
N 1.43 1.72 0.31 0.07
C 0.76 2.48 -0.75 -0.18
O -0.23 -1.27 -3.11 -0.39
H -0.17 -0.64 2.32 0.08
H 0.41 1.20 2.33 0.07
H 1.60 -0.03 2.24 0.06
H -0.59 0.99 0.44 0.14
H 1.48 -1.09 -0.08 0.13
H 0.81 -0.26 -1.42 0.09
H -0.73 -1.83 -1.47 0.05
H -0.78 -2.40 0.17 0.06
H -1.59 -0.93 -0.27 0.07
H 0.40 3.43 -0.33 0.07
H -0.19 1.89 -1.25 0.14
H 1.43 2.61 -1.65 0.08
H 0.38 -1.95 -3.30 -0.13
H -3.01 -1.44 2.28 -0.17
O -2.26 -1.16 1.82 -0.41

2.
22
Properties=species:S:1:pos:R:3:mulliken_spin:R:1 method="wB97M-V/def2-TZVPD" s2=0.7540 homo_energy_ha="0.071 / 0.006" mol_weight_g_mol=120.17 e_above_lowest_ev=2.182 spin_multiplicity=2 gap_ev="4.92 / 6.68" e_lumo_ha="0.252 / 0.251" total_charge=-2
C -1.90 1.07 -0.17 0.25
O -2.06 1.53 -1.39 0.17
C -1.03 -0.20 -0.05 0.07
C 0.22 -0.04 -0.95 -0.08
C 1.16 1.01 -0.40 0.05
C 0.92 -1.40 -1.19 0.00
N -0.62 -0.42 1.34 0.00
H -2.88 0.89 0.44 -0.03
H -1.29 1.82 0.52 0.74
H -1.64 -1.06 -0.44 0.01
H -0.15 0.31 -1.92 0.00
H 1.97 1.17 -1.13 0.01
H 1.63 0.67 0.48 0.00
H 0.62 1.93 -0.24 -0.06
H 1.83 -1.23 -1.74 0.00
H 1.20 -1.84 -0.25 0.02
H 0.27 -2.11 -1.69 -0.02
H -1.27 2.58 1.07 -0.12
H 0.32 -0.81 1.52 0.00
H 2.04 -1.48 2.68 0.00
H -1.28 -1.05 1.76 0.00
O 1.93 -1.34 1.73 0.00

3.
22
Properties=species:S:1:pos:R:3:mulliken_spin:R:1 method="wB97M-V/def2-TZVPD" s2=0.7506 homo_energy_ha="-0.110 / -0.359" mol_weight_g_mol=120.17 e_above_lowest_ev=2.434 spin_multiplicity=2 gap_ev="3.67 / 10.25" e_lumo_ha="0.025 / 0.018"
C 1.66 1.02 0.95 0.04
O 0.28 0.92 1.30 -0.10
C 2.18 -0.25 0.26 0.06
C 1.77 -0.30 -1.23 -0.02
C 0.38 -0.98 -1.32 0.55
C -0.70 -0.27 -1.09 0.63
N -2.00 -0.88 -0.76 1.31
H 1.80 1.88 0.29 0.00
H 2.22 1.28 1.86 0.02
H 0.15 0.93 2.24 0.10
H 3.22 -0.41 0.49 0.01
H 1.71 -1.12 0.74 -0.02
H 1.64 0.69 -1.70 0.00
H 2.46 -0.82 -1.89 0.01
H 0.56 -2.03 -1.51 -0.04
H -0.62 0.79 -1.19 -0.03
H -1.95 -1.84 -0.32 -0.44
H -2.56 -0.84 -1.62 -0.51
H -2.48 -0.32 0.00 -0.47
H -3.16 1.55 1.15 0.05
H -3.13 0.40 2.12 0.00
O -3.42 0.62 1.21 -0.15

4.
22
Properties=species:S:1:pos:R:3:mulliken_spin:R:1 method="wB97M-V/def2-TZVPD" s2=0.7530 homo_energy_ha="-0.630 / -0.630" mol_weight_g_mol=120.17 e_above_lowest_ev=0.004 spin_multiplicity=2 gap_ev="8.07 / 4.71" e_lumo_ha="-0.334 / -0.457" total_charge=+2
C -0.09 0.90 -0.01 0.01
O -1.40 0.47 0.31 0.00
C 0.63 -0.31 -0.58 0.02
C 1.12 -1.32 0.49 0.07
C 0.20 -1.52 1.64 0.31
C 0.68 -1.68 2.93 0.44
N -0.30 -0.98 -1.60 0.00
H -0.03 1.77 -0.62 0.00
H 0.45 1.15 0.91 0.00
H -2.02 1.20 0.27 0.00
H 1.43 0.01 -1.24 0.00
H 2.12 -1.01 0.79 0.00
H 1.19 -2.30 0.03 0.05
H -0.85 -1.59 1.38 0.04
H 1.61 -1.30 3.35 0.04
H 0.12 -2.28 3.65 0.03
H -1.20 -1.34 -1.27 0.00
H -0.48 -0.28 -2.34 0.00
H 0.19 -1.74 -2.07 0.00
H -1.67 3.72 -1.53 0.00
H -0.87 4.62 -2.49 0.00
O -0.83 3.81 -1.98 0.00

5.
23
Properties=species:S:1:pos:R:3:lowdin_charge:R:1 method="wB97M-V/def2-TZVPD" homo_energy_ha=-0.544 mol_weight_g_mol=136.17 smiles=COC(O)(OC)[NH+](C)C e_above_lowest_ev=3.420 spin_multiplicity=1 gap_ev=12.05 e_lumo_ha=-0.101 total_charge=+1
C 0.44 0.74 -1.59 0.03
C -1.39 -0.79 -1.61 -0.08
C 2.19 -0.95 0.92 0.03
C -0.68 1.57 1.99 0.04
C -0.13 -0.44 0.77 -0.57
N -0.69 0.15 -0.83 -0.12
O -1.29 -1.05 1.14 0.14
O 0.87 -1.32 0.48 -0.01
O 0.24 0.68 1.34 -0.07
H 0.82 -0.02 -2.14 0.06
H 0.10 1.50 -2.29 0.11
H 1.17 1.13 -0.74 0.15
H -0.79 -1.69 -1.97 0.15
H -2.30 -1.21 -1.20 0.09
H -1.88 -0.23 -2.50 0.15
H 2.44 -1.77 1.59 0.11
H 2.01 0.06 1.37 0.13
H 2.78 -1.13 0.11 0.07
H -1.01 1.03 2.91 0.13
H -1.46 1.80 1.35 0.06
H -0.07 2.50 2.35 0.15
H -1.41 0.75 -0.56 0.13
H -1.40 -1.86 0.62 0.14

6.
24
Properties=species:S:1:pos:R:3:lowdin_charge:R:1 method="wB97M-V/def2-TZVPD" homo_energy_ha=-0.165 mol_weight_g_mol=152.17 e_above_lowest_ev=3.101 spin_multiplicity=1 gap_ev=7.95 e_lumo_ha=0.127 total_charge=-1
O -1.36 2.55 2.01 -0.10
C -1.18 1.93 0.90 -0.76
O -2.10 1.75 0.08 -0.06
C 0.23 1.76 0.47 -0.11
C 0.62 0.58 1.48 -0.16
C -0.32 -0.66 1.53 -0.23
C -0.52 -1.54 0.40 -0.26
N 0.44 -1.36 -0.78 -0.02
H 0.27 1.53 -0.59 0.08
H 0.69 2.79 0.58 0.13
H 1.63 0.29 0.99 0.12
H 0.75 0.80 2.44 0.05
H -1.21 -0.45 2.12 0.12
H 0.31 -1.24 2.19 0.10
H -1.53 -1.41 -0.04 0.11
H -0.29 -2.63 0.66 0.12
H 1.07 -0.61 -0.64 0.00
H -0.18 -0.97 -1.60 0.11
H -1.77 1.38 -1.54 -0.07
H -1.95 0.17 -2.10 -0.02
O -1.71 1.02 -2.40 -0.06
H 2.73 -1.76 -2.72 -0.09
H 2.22 -1.89 -1.43 0.10
O 3.16 -2.05 -2.02 -0.11

7.
21
Properties=species:S:1:pos:R:3:mulliken_spin:R:1 method="wB97M-V/def2-TZVPD" s2=0.7532 homo_energy_ha="-0.658 / -0.657" mol_weight_g_mol=120.24 e_above_lowest_ev=1.592 spin_multiplicity=2 gap_ev="10.15 / 4.90" e_lumo_ha="-0.285 / -0.478" total_charge=+2
C -2.66 -0.42 1.56 0.02
C -1.39 -0.90 2.29 -0.04
S -0.31 -1.82 1.24 0.89
H -3.08 -1.24 0.98 -0.01
H -2.41 0.43 0.93 0.00
H -3.37 -0.09 2.32 0.00
H -0.86 -0.07 2.78 0.08
H -1.71 -1.54 3.13 0.06
H 0.55 -2.24 2.20 -0.01
C 1.15 1.55 -0.37 0.01
C 1.35 0.80 -1.63 -0.01
C 1.39 1.25 -2.88 0.00
N 1.30 -0.70 -1.47 0.00
H 1.21 2.62 -0.59 0.00
H 0.18 1.34 0.09 0.00
H 1.90 1.28 0.38 0.00
H 1.29 0.59 -3.73 0.00
H 1.56 2.31 -2.98 0.00
H 0.62 -0.93 -0.72 0.00
H 2.22 -1.06 -1.18 0.00
H 1.06 -1.16 -2.35 0.00

8.
20
Properties=species:S:1:pos:R:3:lowdin_charge:R:1 method="wB97M-V/def2-TZVPD" homo_energy_ha=-0.376 mol_weight_g_mol=90.17 smiles=CC(C)O.CC e_above_lowest_ev=0.874 spin_multiplicity=1 gap_ev=11.20 e_lumo_ha=0.035
C -1.35 1.63 -0.56 -0.44
C -0.55 0.50 0.07 -0.07
C -0.77 2.13 -1.88 -0.05
O -2.68 1.06 -0.84 -0.09
H -1.58 2.38 0.19 0.13
H 0.37 0.20 -0.44 0.08
H -0.01 2.89 -1.70 0.08
H -0.36 1.28 -2.43 0.08
H -1.59 2.51 -2.49 0.07
H -3.31 1.79 -0.81 0.07
H -1.08 -0.44 -0.02 0.07
H -0.49 0.66 1.15 0.08
C 2.33 -1.73 1.05 -0.17
C 1.01 -2.45 1.39 -0.15
H 3.20 -2.15 1.57 0.06
H 2.52 -1.71 -0.02 0.06
H 2.24 -0.70 1.39 0.05
H 1.02 -2.69 2.43 0.05
H 0.14 -1.83 1.19 0.03
H 0.93 -3.34 0.77 0.07

Copy entry 5 word for word.
23
Properties=species:S:1:pos:R:3:lowdin_charge:R:1 method="wB97M-V/def2-TZVPD" homo_energy_ha=-0.544 mol_weight_g_mol=136.17 smiles=COC(O)(OC)[NH+](C)C e_above_lowest_ev=3.420 spin_multiplicity=1 gap_ev=12.05 e_lumo_ha=-0.101 total_charge=+1
C 0.44 0.74 -1.59 0.03
C -1.39 -0.79 -1.61 -0.08
C 2.19 -0.95 0.92 0.03
C -0.68 1.57 1.99 0.04
C -0.13 -0.44 0.77 -0.57
N -0.69 0.15 -0.83 -0.12
O -1.29 -1.05 1.14 0.14
O 0.87 -1.32 0.48 -0.01
O 0.24 0.68 1.34 -0.07
H 0.82 -0.02 -2.14 0.06
H 0.10 1.50 -2.29 0.11
H 1.17 1.13 -0.74 0.15
H -0.79 -1.69 -1.97 0.15
H -2.30 -1.21 -1.20 0.09
H -1.88 -0.23 -2.50 0.15
H 2.44 -1.77 1.59 0.11
H 2.01 0.06 1.37 0.13
H 2.78 -1.13 0.11 0.07
H -1.01 1.03 2.91 0.13
H -1.46 1.80 1.35 0.06
H -0.07 2.50 2.35 0.15
H -1.41 0.75 -0.56 0.13
H -1.40 -1.86 0.62 0.14